(1)
{"formula": "C18H35B2CeF4N5O6PS2", "method": "ωB97M-V/def2-TZVPD", "symbols": ["Ce", "C", "C", "N", "O", "B", "F", "F", "O", "N", "C", "C", "C", "N", "O", "B", "F", "F", "O", "N", "C", "C", "C", "H", "H", "H", "H", "H", "H", "H", "H", "H", "H", "H", "H", "C", "C", "C", "O", "P", "S", "S", "O", "C", "C", "C", "H", "H", "H", "H", "H", "H", "H", "H", "H", "H", "H", "H", "H", "H", "C", "C", "C", "C", "N", "H", "H", "H", "H", "H", "H", "H", "H", "H"], "coordinates": [[0.43, -0.85, 0.56], [2.35, -0.42, 4.93], [1.83, -0.12, 3.52], [1.07, -1.00, 2.94], [0.70, -2.15, 3.63], [0.28, -3.27, 2.73], [-0.23, -4.30, 3.55], [-0.77, -2.70, 1.78], [1.32, -3.71, 1.85], [1.81, -2.77, 0.94], [3.11, -2.76, 0.70], [4.03, -3.78, 1.31], [3.58, -1.68, -0.17], [2.72, -0.69, -0.32], [3.13, 0.44, -1.00], [3.41, 1.62, -0.05], [3.65, 2.81, -0.74], [4.45, 1.08, 0.83], [2.14, 2.05, 0.75], [1.70, 1.11, 1.56], [2.16, 1.08, 2.79], [2.72, 2.41, 3.31], [4.98, -1.71, -0.84], [1.86, -1.31, 5.27], [2.11, 0.32, 5.72], [3.45, -0.60, 4.95], [3.38, -4.60, 1.70], [4.69, -3.31, 2.08], [4.72, -4.26, 0.57], [3.44, 2.27, 4.11], [1.92, 3.08, 3.61], [3.23, 2.84, 2.45], [5.07, -2.66, -1.43], [5.83, -1.71, -0.13], [4.98, -0.86, -1.54], [-1.38, 4.02, 0.72], [-1.00, 3.55, -0.68], [-1.00, 4.67, -1.71], [-2.09, 2.66, -1.17], [-2.16, 1.11, -1.11], [-2.19, 0.20, 0.69], [-0.46, 0.16, -2.07], [-3.40, 0.73, -2.00], [-4.74, 1.32, -2.35], [-4.48, 2.34, -3.39], [-5.39, 1.80, -1.10], [-0.47, 4.41, 1.24], [-1.75, 3.24, 1.42], [-2.11, 4.88, 0.68], [-0.08, 2.90, -0.68], [-1.93, 5.27, -1.52], [-0.92, 4.28, -2.76], [-0.17, 5.33, -1.48], [-5.29, 0.42, -2.73], [-3.65, 2.97, -3.07], [-5.37, 2.97, -3.54], [-4.26, 1.88, -4.36], [-4.93, 2.75, -0.73], [-5.30, 1.04, -0.28], [-6.46, 1.98, -1.26], [-2.79, -2.33, -1.16], [-1.50, -2.31, -1.96], [-0.82, -3.66, -1.67], [-1.76, -2.08, -3.41], [-0.57, -1.34, -1.45], [-3.37, -3.22, -1.43], [-3.37, -1.40, -1.29], [-2.61, -2.44, -0.10], [-1.50, -4.50, -2.00], [-0.66, -3.69, -0.59], [0.13, -3.67, -2.23], [-2.26, -2.99, -3.86], [-0.82, -1.94, -3.99], [-2.40, -1.17, -3.53]], "e_above_lowest_kcal_mol": 0.0, "multiplicity": 2, "lumo_energy_ev": [-1.2, -1.2], "charge": 0, "homo_energy_ev": [-7.963, -8.115]}



(2)
{"formula": "C18H35BrN4O11S", "method": "ωB97M-V/def2-TZVPD", "symbols": ["C", "C", "O", "O", "C", "O", "C", "C", "Br", "C", "O", "S", "O", "O", "O", "H", "H", "H", "H", "H", "H", "H", "C", "C", "O", "N", "C", "H", "H", "H", "H", "H", "H", "H", "C", "C", "O", "N", "C", "H", "H", "H", "H", "H", "H", "H", "C", "C", "O", "N", "C", "H", "H", "H", "H", "H", "H", "H", "C", "C", "O", "N", "C", "H", "H", "H", "H", "H", "H", "H"], "coordinates": [[-4.30, -5.30, -1.17], [-3.30, -4.71, -0.24], [-3.54, -4.11, 0.77], [-2.02, -4.89, -0.69], [-1.07, -4.38, 0.20], [-0.49, -5.11, 0.96], [-0.87, -2.89, 0.10], [0.55, -2.44, -0.14], [1.77, -3.88, -0.75], [1.23, -1.67, 0.98], [2.49, -1.28, 0.34], [1.98, -0.62, -1.02], [2.79, -0.92, -2.15], [1.79, 0.78, -0.89], [0.58, -1.47, -1.20], [-4.09, -6.37, -1.22], [-4.07, -4.91, -2.15], [-5.29, -5.07, -0.87], [-1.29, -2.40, 0.96], [-1.44, -2.54, -0.75], [0.70, -0.72, 1.01], [1.34, -2.17, 1.91], [3.36, 2.73, 2.07], [1.94, 2.75, 2.57], [1.33, 1.74, 2.88], [1.35, 3.97, 2.67], [1.91, 5.27, 2.35], [3.71, 1.71, 2.04], [3.41, 3.15, 1.07], [4.00, 3.30, 2.74], [0.40, 3.93, 3.01], [1.90, 5.90, 3.24], [1.32, 5.75, 1.58], [2.94, 5.17, 2.01], [0.95, 1.91, -4.14], [1.02, 3.17, -4.97], [1.78, 3.30, -5.91], [0.19, 4.20, -4.61], [-0.77, 4.24, -3.53], [1.66, 1.19, -4.53], [1.20, 2.12, -3.10], [-0.05, 1.48, -4.20], [0.29, 5.01, -5.20], [-1.77, 4.42, -3.93], [-0.52, 5.05, -2.84], [-0.77, 3.31, -2.98], [6.91, 5.28, 4.05], [6.93, 4.55, 2.73], [5.93, 4.40, 2.05], [8.13, 4.05, 2.31], [9.41, 4.12, 2.97], [5.89, 5.61, 4.24], [7.22, 4.62, 4.86], [7.56, 6.15, 4.02], [8.07, 3.57, 1.42], [10.13, 4.64, 2.33], [9.79, 3.12, 3.17], [9.34, 4.66, 3.91], [-8.11, -5.65, 0.21], [-8.17, -5.70, -1.30], [-7.23, -5.36, -2.00], [-9.33, -6.13, -1.86], [-10.54, -6.57, -1.20], [-7.14, -5.29, 0.52], [-8.87, -4.98, 0.61], [-8.26, -6.65, 0.63], [-9.30, -6.14, -2.87], [-10.77, -7.60, -1.48], [-11.38, -5.93, -1.51], [-10.44, -6.51, -0.12]], "e_above_lowest_kcal_mol": 10.7, "lumo_energy_ev": 0.6, "charge": 0, "homo_energy_ev": -9.141}



(3)
{"formula": "C18H35F7N3O7PSSbSeSiTeTi", "method": "ωB97M-V/def2-TZVPD", "symbols": ["Ti", "C", "Si", "C", "C", "N", "C", "C", "C", "C", "C", "C", "F", "H", "H", "H", "H", "H", "H", "H", "H", "H", "H", "H", "H", "H", "C", "N", "C", "C", "S", "N", "C", "C", "H", "H", "H", "H", "H", "H", "H", "H", "H", "H", "H", "H", "C", "C", "O", "P", "O", "Te", "O", "C", "C", "H", "H", "H", "H", "H", "H", "H", "H", "H", "H", "O", "Se", "O", "O", "O", "F", "Sb", "F", "F", "F", "F", "F"], "coordinates": [[-0.07, -0.24, -0.63], [-3.20, 2.64, 0.87], [-2.68, 1.86, -0.75], [-1.59, 3.04, -1.69], [-4.20, 1.53, -1.80], [-1.90, 0.30, -0.48], [-2.84, -0.73, -0.19], [-3.53, -0.79, 1.02], [-4.44, -1.81, 1.27], [-4.67, -2.79, 0.31], [-4.00, -2.75, -0.90], [-3.11, -1.72, -1.13], [-2.47, -1.67, -2.31], [-3.33, 3.72, 0.74], [-2.42, 2.50, 1.64], [-4.13, 2.23, 1.25], [-2.24, 3.82, -2.11], [-1.06, 2.56, -2.51], [-0.85, 3.53, -1.06], [-4.70, 2.47, -2.04], [-4.91, 0.87, -1.31], [-3.90, 1.06, -2.75], [-3.31, -0.05, 1.77], [-4.96, -1.85, 2.22], [-5.37, -3.60, 0.51], [-4.13, -3.50, -1.66], [3.23, -2.20, 1.56], [2.34, -1.31, 2.32], [2.91, 0.00, 2.55], [1.00, -1.49, 2.35], [-0.05, -0.13, 2.17], [0.52, -2.72, 2.58], [1.33, -3.80, 3.12], [-0.87, -3.10, 2.38], [3.76, -1.60, 0.83], [2.67, -2.95, 1.02], [3.96, -2.68, 2.23], [3.94, -0.14, 2.87], [2.35, 0.52, 3.33], [2.92, 0.61, 1.64], [2.21, -3.40, 3.61], [1.62, -4.51, 2.35], [0.72, -4.32, 3.87], [-1.45, -2.25, 2.02], [-1.28, -3.44, 3.34], [-0.93, -3.90, 1.65], [2.70, 4.97, -2.87], [2.24, 3.57, -3.23], [1.45, 3.00, -2.18], [2.03, 2.38, -0.83], [0.90, 1.42, -0.39], [4.25, 1.68, -1.02], [1.98, 3.57, 0.25], [0.95, 3.74, 1.23], [1.62, 4.08, 2.55], [3.22, 5.42, -3.71], [3.38, 4.94, -2.02], [1.84, 5.60, -2.61], [3.10, 2.91, -3.42], [1.60, 3.57, -4.10], [0.37, 2.83, 1.32], [0.30, 4.55, 0.90], [2.27, 3.26, 2.86], [0.86, 4.23, 3.32], [2.22, 4.98, 2.46], [2.66, -1.00, -3.68], [1.60, -1.35, -2.55], [0.96, -2.88, -2.79], [1.94, -1.16, -0.96], [0.23, -0.36, -2.56], [-0.45, -1.92, -0.20], [1.42, -4.71, -2.08], [1.50, -5.26, -3.88], [1.34, -4.16, -0.27], [-0.43, -5.06, -2.03], [1.85, -6.46, -1.52], [3.24, -4.19, -2.10]], "e_above_lowest_kcal_mol": 10.5, "lumo_energy_ev": 1.9, "charge": -1, "homo_energy_ev": -5.078}



(4)
{"formula": "C18H35FN4O4PS", "method": "ωB97M-V/def2-TZVPD", "symbols": ["O", "S", "O", "F", "C", "C", "O", "P", "O", "H", "H", "H", "H", "H", "H", "H", "C", "C", "C", "C", "N", "H", "H", "H", "H", "H", "H", "H", "C", "C", "C", "C", "N", "H", "H", "H", "H", "H", "H", "H", "C", "C", "C", "C", "N", "H", "H", "H", "H", "H", "H", "H", "C", "C", "C", "C", "N", "H", "H", "H", "H", "H", "H", "H"], "coordinates": [[-1.73, -6.78, 1.21], [-2.91, -6.86, 0.16], [-2.57, -5.99, -1.11], [-3.29, -8.48, -0.29], [-4.44, -6.10, 0.94], [-5.11, -4.88, 0.08], [-6.57, -5.06, 0.29], [-6.67, -6.82, 0.09], [-5.35, -7.23, 1.20], [-4.30, -5.63, 2.00], [-4.59, -3.92, 0.53], [-4.97, -4.87, -1.10], [-7.65, -6.56, -0.94], [-5.74, -6.92, -1.01], [-6.85, -8.25, -0.05], [-7.65, -6.88, 1.16], [0.27, -2.37, 1.28], [0.50, -2.88, 2.70], [0.62, -4.41, 2.78], [-0.67, -5.04, 2.28], [-1.73, -5.57, 1.86], [-0.67, -2.74, 0.87], [0.23, -1.28, 1.27], [1.09, -2.69, 0.62], [-0.32, -2.54, 3.34], [1.42, -2.43, 3.10], [0.79, -4.72, 3.81], [1.46, -4.76, 2.17], [-1.03, 3.03, -1.56], [0.21, 2.72, -0.72], [0.36, 1.22, -0.43], [-0.84, 0.72, 0.35], [-1.84, 0.31, 1.00], [-1.95, 2.75, -1.04], [-1.08, 4.10, -1.77], [-1.00, 2.50, -2.51], [0.15, 3.28, 0.22], [1.10, 3.07, -1.25], [1.27, 1.05, 0.16], [0.45, 0.66, -1.36], [4.07, 3.27, -0.42], [5.31, 2.96, 0.42], [5.46, 1.46, 0.71], [4.26, 0.96, 1.49], [3.26, 0.55, 2.14], [3.15, 2.99, 0.10], [4.02, 4.34, -0.63], [4.10, 2.74, -1.37], [5.25, 3.52, 1.36], [6.20, 3.31, -0.11], [6.37, 1.29, 1.30], [5.55, 0.90, -0.22], [1.38, 7.07, -3.27], [1.74, 8.15, -2.26], [2.93, 7.77, -1.38], [2.59, 6.51, -0.58], [2.32, 5.47, 0.07], [1.06, 6.14, -2.77], [0.54, 7.40, -3.90], [2.22, 6.84, -3.92], [0.86, 8.36, -1.64], [1.98, 9.07, -2.80], [3.16, 8.58, -0.68], [3.82, 7.58, -1.99]], "lumo_energy_ev": 1.4, "charge": -1, "homo_energy_ev": -3.053}



(5)
{"formula": "C18H35LaN6O3", "method": "ωB97M-V/def2-TZVPD", "symbols": ["La", "C", "C", "N", "C", "C", "N", "C", "C", "C", "N", "C", "C", "N", "C", "H", "H", "H", "H", "H", "H", "H", "H", "H", "H", "H", "H", "H", "H", "H", "H", "H", "H", "H", "H", "H", "H", "H", "H", "N", "C", "C", "O", "O", "H", "H", "H", "H", "C", "C", "C", "C", "N", "C", "C", "H", "H", "H", "H", "H", "H", "H", "O"], "coordinates": [[8.27, -5.62, 6.99], [6.27, -2.45, 6.80], [5.78, -3.62, 6.01], [5.89, -4.86, 6.70], [4.72, -5.01, 7.54], [5.03, -6.03, 8.58], [6.31, -5.81, 9.24], [6.09, -4.93, 10.38], [7.14, -3.89, 10.51], [8.57, -4.42, 10.31], [9.20, -4.27, 8.98], [9.45, -2.79, 8.78], [9.90, -2.47, 7.36], [8.93, -2.73, 6.34], [7.65, -1.91, 6.33], [6.24, -2.70, 7.82], [5.59, -1.59, 6.67], [6.24, -3.67, 5.01], [4.72, -3.39, 5.74], [8.29, -6.93, 4.25], [3.85, -5.37, 6.99], [4.29, -4.03, 7.94], [5.18, -6.94, 8.02], [4.12, -6.12, 9.19], [6.73, -6.73, 9.39], [6.04, -5.47, 11.34], [5.14, -4.37, 10.24], [7.11, -3.39, 11.46], [6.90, -3.01, 9.83], [8.67, -5.40, 10.70], [9.24, -3.84, 10.98], [10.09, -4.76, 9.08], [10.22, -2.36, 9.41], [8.51, -2.34, 9.05], [10.90, -2.86, 7.09], [9.98, -1.37, 7.49], [9.45, -2.64, 5.45], [7.39, -1.71, 5.30], [7.91, -0.96, 6.76], [10.02, -9.13, 10.51], [8.70, -9.11, 9.88], [8.58, -8.07, 8.71], [7.56, -7.95, 8.02], [9.56, -7.26, 8.56], [9.92, -8.83, 11.51], [10.61, -8.41, 10.19], [7.90, -8.77, 10.59], [8.39, -10.15, 9.64], [12.00, -6.09, 11.27], [12.83, -5.65, 12.41], [14.15, -5.99, 12.50], [14.92, -5.35, 13.47], [14.48, -4.57, 14.48], [13.18, -4.49, 14.55], [12.34, -4.90, 13.46], [11.00, -6.18, 11.58], [12.40, -7.08, 11.07], [12.01, -5.52, 10.37], [14.59, -6.77, 11.83], [15.95, -5.75, 13.60], [12.77, -3.84, 15.36], [11.30, -4.64, 13.58], [8.52, -6.77, 5.09]], "e_above_lowest_kcal_mol": 0.0, "lumo_energy_ev": -0.1, "charge": 0, "homo_energy_ev": -6.646}



(6)
{"formula": "C18H35N2O5", "method": "ωB97M-V/def2-TZVPD", "symbols": ["C", "C", "O", "O", "C", "C", "C", "C", "C", "C", "C", "C", "C", "C", "C", "N", "O", "C", "C", "C", "C", "H", "H", "H", "H", "H", "H", "H", "H", "H", "H", "H", "H", "H", "H", "H", "H", "H", "H", "H", "H", "H", "H", "H", "H", "H", "H", "H", "H", "H", "H", "H", "H", "C", "N", "O", "O", "H", "H", "H"], "coordinates": [[1.62, -3.94, 0.67], [2.56, -3.78, -0.71], [2.43, -4.75, -1.66], [3.47, -2.60, -0.92], [2.58, -1.57, -1.47], [3.34, -0.28, -2.14], [4.01, 0.76, -1.07], [3.22, 0.91, 0.36], [1.92, 1.95, 0.30], [0.54, 1.07, 0.13], [-0.85, 1.95, 0.22], [-1.56, 2.21, -1.27], [-2.10, 0.84, -1.98], [-1.05, 0.56, -3.26], [-3.55, 1.18, -2.66], [-2.06, -0.40, -1.13], [-2.68, -1.44, -1.77], [-2.59, -0.20, 0.26], [-4.22, -0.15, 0.39], [-2.12, -1.55, 1.14], [-1.98, 1.08, 1.08], [2.32, -4.05, 1.63], [1.01, -2.92, 0.77], [0.83, -4.80, 0.58], [1.79, -1.29, -0.65], [1.97, -2.09, -2.36], [4.24, -0.72, -2.78], [2.63, 0.25, -2.94], [5.16, 0.52, -0.82], [4.01, 1.83, -1.59], [3.98, 1.44, 1.11], [2.90, -0.09, 0.87], [1.98, 2.72, -0.58], [1.81, 2.54, 1.33], [0.55, 0.59, -0.96], [0.51, 0.21, 0.94], [-0.64, 2.95, 0.79], [-0.74, 2.77, -1.93], [-2.40, 3.02, -1.07], [0.01, 1.05, -3.04], [-1.42, 1.03, -4.26], [-0.82, -0.60, -3.39], [-3.98, 2.26, -2.36], [-4.42, 0.43, -2.34], [-3.56, 1.17, -3.84], [-4.72, 0.83, -0.03], [-4.64, -1.15, -0.07], [-4.46, -0.22, 1.56], [-0.99, -1.39, 1.48], [-2.78, -1.67, 2.12], [-2.23, -2.55, 0.54], [-1.43, 0.71, 2.06], [-2.87, 1.77, 1.45], [0.66, 0.52, 5.40], [0.93, 0.51, 3.93], [1.22, 1.59, 3.40], [0.85, -0.58, 3.36], [0.77, 1.54, 5.77], [-0.36, 0.16, 5.55], [1.39, -0.14, 5.87]], "multiplicity": 2, "lumo_energy_ev": [-0.4, -0.4], "charge": 0, "homo_energy_ev": [-9.086, -9.794]}



(7)
{"formula": "C18H35N2OsSi2Te", "method": "ωB97M-V/def2-TZVPD", "symbols": ["Os", "C", "C", "C", "C", "C", "H", "H", "H", "H", "H", "C", "Si", "C", "C", "C", "Te", "C", "Si", "C", "C", "C", "H", "H", "H", "H", "H", "H", "H", "H", "H", "H", "H", "H", "H", "H", "H", "H", "H", "H", "H", "H", "H", "H", "C", "C", "C", "C", "N", "N", "C", "H", "H", "H", "H", "H", "H", "H", "H"], "coordinates": [[-1.78, -0.41, -0.42], [-3.62, 0.78, 0.61], [-4.19, -0.27, -0.15], [-3.75, -1.52, 0.38], [-2.86, -1.25, 1.44], [-2.73, 0.18, 1.55], [-3.87, 1.82, 0.54], [-4.98, -0.14, -0.88], [-4.13, -2.49, 0.10], [-2.48, -1.97, 2.15], [-2.28, 0.70, 2.39], [3.14, -2.01, 4.47], [2.07, -2.23, 2.86], [1.01, -3.77, 3.25], [3.37, -2.19, 1.46], [0.82, -0.75, 2.59], [0.62, 0.04, 0.58], [0.34, 2.08, 1.23], [1.65, 3.18, 0.30], [3.37, 2.54, 0.85], [1.18, 2.85, -1.52], [1.45, 5.04, 0.74], [3.76, -2.89, 4.58], [2.50, -1.91, 5.33], [3.78, -1.14, 4.37], [1.66, -4.64, 3.36], [0.30, -3.99, 2.46], [0.48, -3.65, 4.19], [3.96, -3.10, 1.48], [4.07, -1.36, 1.58], [2.92, -2.11, 0.47], [1.19, 0.10, 3.17], [-0.17, -1.00, 2.97], [0.46, 2.09, 2.30], [-0.67, 2.40, 0.98], [3.42, 1.46, 0.80], [3.63, 2.86, 1.85], [4.14, 2.95, 0.20], [1.51, 1.84, -1.81], [1.66, 3.54, -2.20], [0.11, 2.91, -1.69], [1.71, 5.21, 1.78], [0.44, 5.37, 0.55], [2.14, 5.61, 0.12], [-3.82, -0.73, -5.35], [-2.66, -0.70, -4.45], [-1.29, -0.73, -4.69], [-0.66, -0.68, -3.44], [-1.59, -0.61, -2.46], [-2.80, -0.62, -3.11], [0.81, -0.74, -3.23], [-3.51, -0.51, -6.37], [-4.60, -0.04, -5.04], [-4.27, -1.73, -5.36], [-0.80, -0.78, -5.64], [-3.68, -0.62, -2.62], [1.19, -1.66, -3.67], [1.07, -0.71, -2.17], [1.28, 0.09, -3.75]], "e_above_lowest_kcal_mol": 26.3, "multiplicity": 5, "lumo_energy_ev": [-10.9, -13.3], "charge": 3, "homo_energy_ev": [-17.581, -17.566]}



The records above yield strongest force on any atom values of 3.86; 2.77; 1.12; 14.29; 5.29; 9.24; 2.29 eV/Å, respectively.
The records above yield energy values of -95088.841; -128594.517; -187366.063; -56212.260; -35177.101; -32437.575; -47699.788 eV, respectively.